ORCA calculation (ωB97M-V/def2-TZVPD) on 15 unconnected molecules or ions with the total composition C60H120O45 in a non-equilibrium geometry.

Structure (XYZ):
```
225
Properties=species:S:1:pos:R:3:lowdin_charge:R:1
C -6.030 -21.992 18.663 -0.05
C -4.545 -21.849 18.827 -0.16
O -4.124 -23.066 19.522 0.03
C -4.222 -23.021 20.847 -0.61
O -4.543 -22.069 21.509 0.10
O -4.025 -24.267 21.300 -0.01
C -3.978 -24.389 22.722 -0.02
H -6.497 -21.136 18.216 0.06
H -6.527 -21.980 19.628 0.06
H -6.348 -22.856 18.039 0.11
H -4.234 -20.988 19.365 0.11
H -4.011 -21.873 17.858 0.13
H -4.873 -25.001 22.929 0.10
H -3.886 -23.489 23.268 0.05
H -3.045 -24.959 22.937 0.11
C -14.283 -21.262 23.284 -0.05
C -12.946 -20.714 23.654 -0.21
O -13.147 -19.310 23.859 0.03
C -13.453 -18.921 25.062 -0.62
O -13.816 -19.597 26.008 0.12
O -13.418 -17.574 25.091 -0.03
C -14.357 -16.930 25.965 -0.04
H -15.036 -21.186 24.061 0.08
H -14.153 -22.343 23.047 0.09
H -14.741 -20.701 22.397 0.10
H -12.250 -20.679 22.765 0.10
H -12.500 -21.258 24.485 0.13
H -13.833 -16.348 26.659 0.07
H -15.054 -17.552 26.547 0.10
H -15.020 -16.310 25.341 0.10
C -6.927 -24.864 20.665 -0.02
C -8.473 -24.985 20.703 -0.14
O -8.920 -26.216 20.106 0.01
C -9.948 -26.297 19.289 -0.63
O -10.669 -25.403 19.006 0.14
O -10.143 -27.489 18.722 0.01
C -9.093 -28.470 18.895 -0.03
H -6.629 -24.819 19.626 0.09
H -6.560 -25.707 21.145 0.06
H -6.662 -24.002 21.270 0.07
H -8.962 -24.152 20.139 0.13
H -8.765 -24.971 21.764 0.12
H -9.470 -29.316 18.302 0.09
H -8.919 -28.837 19.906 0.07
H -8.090 -28.189 18.486 0.12
C -7.537 -17.824 20.670 -0.05
C -8.052 -16.482 21.098 -0.20
O -9.310 -16.694 21.743 0.01
C -9.960 -15.582 22.147 -0.58
O -9.514 -14.457 21.987 0.11
O -11.200 -15.940 22.471 -0.03
C -11.998 -14.921 23.091 0.00
H -8.286 -18.332 20.112 0.05
H -7.298 -18.480 21.541 0.08
H -6.645 -17.788 20.077 0.08
H -8.216 -15.714 20.290 0.13
H -7.315 -15.960 21.822 0.15
H -12.508 -14.446 22.294 0.08
H -11.432 -14.300 23.762 0.10
H -12.785 -15.541 23.634 0.11
C -12.054 -17.866 19.610 -0.03
C -12.676 -18.821 20.589 -0.19
O -14.107 -18.707 20.719 0.07
C -14.840 -19.430 19.922 -0.64
O -16.006 -19.323 19.864 0.17
O -13.991 -20.272 19.217 -0.07
C -14.753 -21.161 18.380 -0.03
H -12.088 -16.824 19.977 0.09
H -12.465 -17.871 18.649 0.06
H -10.960 -18.052 19.459 0.09
H -12.297 -18.421 21.515 0.11
H -12.359 -19.854 20.559 0.10
H -15.380 -20.622 17.715 0.08
H -15.338 -21.856 19.062 0.12
H -13.980 -21.718 17.816 0.08
C -6.125 -12.890 19.893 -0.06
C -5.362 -13.219 18.653 -0.24
O -5.757 -14.498 18.140 0.03
C -4.812 -14.975 17.302 -0.65
O -3.754 -14.471 17.029 0.12
O -5.286 -16.070 16.813 0.01
C -4.368 -16.769 15.926 0.00
H -5.694 -13.284 20.810 0.08
H -7.210 -13.097 19.781 0.09
H -6.092 -11.809 19.981 0.07
H -4.285 -13.375 18.860 0.13
H -5.412 -12.453 17.866 0.13
H -4.835 -17.692 15.648 0.07
H -3.411 -16.876 16.468 0.10
H -4.083 -16.122 15.084 0.10
C -11.611 -20.952 12.936 -0.07
C -10.675 -20.298 13.890 -0.16
O -9.740 -19.436 13.067 0.02
C -9.381 -18.239 13.575 -0.59
O -9.773 -17.748 14.576 0.14
O -8.653 -17.583 12.625 -0.04
C -8.137 -16.342 13.042 -0.05
H -12.479 -21.407 13.460 0.09
H -11.065 -21.727 12.437 0.06
H -12.072 -20.258 12.212 0.10
H -9.972 -21.002 14.318 0.10
H -11.176 -19.704 14.687 0.13
H -8.893 -15.660 13.419 0.09
H -7.802 -15.890 12.114 0.10
H -7.427 -16.431 13.883 0.10
C -11.076 -24.215 14.630 -0.05
C -10.574 -24.495 16.046 -0.16
O -9.164 -24.943 16.102 0.04
C -8.902 -26.200 15.774 -0.58
O -7.750 -26.631 15.645 0.08
O -10.015 -26.934 15.557 -0.06
C -9.884 -28.344 15.149 0.03
H -12.068 -23.816 14.729 0.07
H -11.233 -25.099 14.038 0.08
H -10.438 -23.511 14.139 0.04
H -11.200 -25.316 16.408 0.10
H -10.576 -23.506 16.579 0.14
H -8.887 -28.651 14.956 0.08
H -10.562 -28.465 14.335 0.09
H -10.309 -28.755 16.057 0.08
C -10.158 -15.343 17.314 -0.04
C -11.443 -14.907 16.634 -0.18
O -12.466 -14.857 17.652 0.07
C -13.581 -14.436 17.181 -0.69
O -13.877 -14.371 16.033 0.14
O -14.432 -14.264 18.161 0.05
C -15.609 -13.617 17.837 -0.07
H -9.437 -15.702 16.542 0.08
H -10.376 -16.253 17.876 0.06
H -9.629 -14.574 17.860 0.08
H -11.803 -15.537 15.810 0.13
H -11.336 -13.950 16.181 0.12
H -16.147 -13.194 18.600 0.07
H -16.305 -14.305 17.370 0.10
H -15.513 -12.824 17.116 0.10
C -9.228 -28.346 22.532 -0.05
C -10.719 -27.983 22.267 -0.08
O -10.713 -26.484 22.620 0.03
C -11.636 -25.703 22.120 -0.64
O -11.756 -24.543 22.365 0.12
O -12.514 -26.375 21.312 -0.05
C -13.581 -25.495 20.735 0.02
H -8.945 -27.935 23.483 0.07
H -8.552 -27.937 21.771 0.05
H -9.007 -29.406 22.540 0.07
H -11.438 -28.570 22.813 0.11
H -11.125 -27.969 21.238 0.11
H -14.159 -26.158 20.086 0.09
H -13.040 -24.648 20.240 0.09
H -14.256 -25.039 21.448 0.08
C -19.287 -26.703 17.048 -0.07
C -18.042 -27.513 16.767 -0.21
O -17.039 -26.684 17.301 0.03
C -16.082 -26.272 16.488 -0.59
O -16.125 -26.352 15.286 0.13
O -15.149 -25.677 17.235 0.01
C -14.103 -24.957 16.656 -0.05
H -20.233 -27.295 17.039 0.08
H -19.617 -25.999 16.230 0.09
H -19.192 -26.104 17.924 0.07
H -17.929 -27.739 15.739 0.11
H -18.046 -28.461 17.325 0.13
H -13.302 -24.892 17.416 0.09
H -14.388 -23.880 16.623 0.11
H -13.737 -25.366 15.769 0.07
C -4.497 -22.344 25.933 -0.05
C -5.171 -21.516 24.817 -0.18
O -6.270 -22.188 24.198 -0.01
C -7.344 -22.423 24.913 -0.64
O -7.520 -22.115 26.055 0.14
O -8.275 -22.910 24.104 -0.01
C -9.599 -23.081 24.600 -0.02
H -5.291 -22.756 26.618 0.09
H -3.880 -21.788 26.628 0.07
H -3.915 -23.131 25.496 0.05
H -4.455 -21.242 23.976 0.13
H -5.670 -20.620 25.235 0.13
H -10.230 -23.555 23.844 0.08
H -10.036 -22.097 24.770 0.09
H -9.796 -23.607 25.500 0.09
C -9.878 -17.129 25.699 -0.02
C -10.148 -18.324 24.743 -0.19
O -8.893 -18.795 24.260 0.05
C -8.976 -19.725 23.302 -0.60
O -9.982 -20.023 22.686 0.12
O -7.781 -20.252 23.130 -0.01
C -7.471 -20.940 21.875 0.00
H -9.599 -16.255 25.121 0.07
H -9.049 -17.298 26.331 0.06
H -10.797 -16.934 26.241 0.07
H -10.760 -17.887 23.931 0.11
H -10.706 -19.126 25.211 0.12
H -7.734 -21.965 22.035 0.08
H -6.429 -20.929 21.690 0.06
H -8.034 -20.427 21.095 0.08
C -8.073 -18.195 17.287 -0.06
C -8.812 -19.469 16.977 -0.20
O -8.946 -20.221 18.189 0.02
C -10.082 -20.855 18.427 -0.54
O -11.003 -20.949 17.630 0.10
O -9.997 -21.435 19.678 -0.01
C -11.139 -22.184 20.123 -0.03
H -7.845 -17.661 16.355 0.07
H -7.190 -18.432 17.869 0.07
H -8.681 -17.592 17.918 0.04
H -8.374 -20.080 16.132 0.13
H -9.780 -19.092 16.650 0.10
H -10.934 -23.216 20.089 0.04
H -11.998 -21.990 19.524 0.07
H -11.365 -21.862 21.144 0.08
C -6.576 -18.811 10.538 -0.07
C -5.891 -19.147 11.823 -0.22
O -6.587 -20.275 12.399 -0.01
C -6.804 -20.192 13.782 -0.55
O -6.588 -19.264 14.507 0.13
O -7.282 -21.349 14.242 0.00
C -7.625 -22.443 13.326 0.00
H -6.604 -19.596 9.741 0.09
H -6.117 -17.917 10.114 0.08
H -7.643 -18.565 10.784 0.08
H -5.792 -18.417 12.585 0.10
H -4.875 -19.420 11.585 0.12
H -6.779 -23.120 13.429 0.10
H -7.831 -22.240 12.274 0.10
H -8.477 -22.993 13.745 0.07
```

Values from the calculation:
HOMO-LUMO gap = 10.696 eV
E_tot = -156302.337 eV
HOMO = -10.286 eV
2S+1 = 1
LUMO = 0.41 eV
net charge = 0



ORCA calculation (ωB97M-V/def2-TZVPD) on a molecular structure, C24H24F9NO2P2Tb in a non-equilibrium geometry.

Structure (XYZ):
```
63
Properties=species:S:1:pos:R:3:lowdin_charge:R:1
C -1.165 3.349 -1.392 -0.02
C -1.027 1.951 -1.319 -0.20
C 0.305 1.417 -1.268 -0.20
C 1.384 2.247 -1.486 -0.12
C 1.219 3.620 -1.529 -0.02
C -0.045 4.193 -1.459 -0.04
C 2.836 1.815 -1.628 -0.05
C 2.749 -0.152 -1.776 -0.18
C 1.433 -0.694 -1.764 -0.17
C 1.342 -2.068 -2.107 -0.20
C 2.476 -2.699 -2.671 -0.04
C 3.665 -2.004 -2.928 -0.06
C 3.788 -0.665 -2.624 0.02
H -2.159 3.785 -1.463 0.12
H 2.124 4.204 -1.729 0.13
H -0.144 5.282 -1.538 0.12
H 3.008 1.646 -2.694 0.15
H 2.426 -3.765 -2.942 0.12
H 4.524 -2.488 -3.422 0.13
H 4.656 -0.033 -2.831 0.14
N 0.477 0.027 -1.005 -0.21
Tb 0.171 -0.549 0.866 1.42
C -2.203 0.979 -1.430 -0.28
H -1.893 0.158 -2.111 0.08
H -3.108 1.478 -1.806 0.10
C 0.003 -2.755 -1.859 -0.30
H -0.781 -2.042 -2.158 0.08
H -0.094 -3.672 -2.443 0.10
P -2.623 0.121 0.194 0.84
P -0.491 -3.160 -0.098 0.81
C 0.606 -4.582 0.186 -0.25
H 0.934 -4.583 1.233 0.04
H 0.074 -5.517 -0.021 0.05
H 1.488 -4.498 -0.459 0.05
C -2.123 -3.942 -0.377 -0.26
H -2.034 -5.034 -0.310 0.05
H -2.830 -3.601 0.390 0.03
H -2.518 -3.666 -1.364 0.06
C -3.261 1.594 1.034 -0.26
H -3.737 2.266 0.314 0.06
H -3.991 1.296 1.790 0.05
H -2.437 2.120 1.527 0.03
C -4.144 -0.798 -0.214 -0.25
H -4.802 -0.780 0.660 0.05
H -4.662 -0.357 -1.072 0.06
H -3.890 -1.842 -0.438 0.01
C 3.027 0.651 -0.709 -0.33
O 3.285 0.820 0.479 0.15
H 3.485 2.535 -1.357 0.11
F 1.693 -0.522 2.746 -0.02
C 1.595 0.640 3.588 -0.44
F 1.703 0.114 4.814 0.20
F 2.665 1.405 3.311 0.20
C 0.256 1.349 3.269 -0.30
O -0.032 1.336 1.907 -0.27
C -0.851 0.549 3.997 -0.46
F -0.710 0.456 5.332 0.19
F -2.089 1.037 3.745 0.16
F -0.871 -0.755 3.472 0.06
C 0.317 2.847 3.661 -0.49
F 0.722 3.018 4.949 0.17
F 1.177 3.487 2.830 0.17
F -0.897 3.434 3.509 0.17
```

Values from the calculation:
HOMO-LUMO gap (alpha / beta) = 6.968 / 7.660 eV
E_tot = -96324.213 eV
HOMO (alpha / beta) = -10.539 / -10.493 eV
2S+1 = 7
LUMO (alpha / beta) = -3.57 / -2.83 eV
net charge = +1



ORCA calculation (ωB97M-V/def2-TZVPD) on a molecular structure, C25H41CoF3N6O6PSSi.

Structure (XYZ):
```
85
Properties=species:S:1:pos:R:3:lowdin_charge:R:1
Co 0.259 0.107 -0.138 0.57
F -2.441 -1.348 -3.578 0.18
C -1.206 -0.895 -3.556 -0.66
F -1.217 0.440 -3.453 0.14
F -0.577 -1.226 -4.684 0.15
S -0.280 -1.609 -2.134 0.60
O 0.936 -0.748 -2.068 -0.35
O -0.087 -2.983 -2.415 -0.20
O -1.079 -1.260 -0.946 -0.31
N 2.586 1.000 -3.317 0.17
C 1.904 1.921 -2.344 -0.18
P 2.789 1.701 -0.755 0.46
O 4.227 1.530 -1.102 -0.30
O 2.128 0.713 0.185 -0.34
C 2.642 3.282 0.178 -0.16
N 3.468 2.991 1.410 0.16
H 3.597 1.009 -3.118 0.14
H 2.403 1.268 -4.281 0.17
H 2.226 0.053 -3.147 0.12
H 0.849 1.676 -2.297 0.07
H 2.011 2.948 -2.692 0.09
H 1.616 3.485 0.490 0.07
H 3.079 4.135 -0.335 0.11
H 3.391 3.715 2.120 0.17
H 4.449 2.871 1.144 0.16
H 3.150 2.099 1.805 0.14
C 0.298 -1.726 2.063 -0.13
N -0.147 -0.341 1.692 -0.15
C 0.468 0.616 2.664 -0.16
N 0.103 0.306 4.027 -0.08
C 0.545 -1.062 4.328 -0.15
N -0.068 -2.041 3.427 -0.08
C -1.527 -1.945 3.566 -0.14
N -2.006 -0.596 3.251 -0.07
C -1.645 -0.279 1.890 -0.14
C -1.360 0.360 4.150 -0.14
H 1.382 -1.776 1.940 0.14
H -0.177 -2.425 1.374 0.13
H 0.133 1.616 2.378 0.11
H 1.550 0.533 2.549 0.11
H 0.270 -1.305 5.354 0.13
H 1.631 -1.118 4.235 0.13
H -1.800 -2.193 4.592 0.13
H -2.001 -2.662 2.893 0.14
H -1.956 0.730 1.620 0.10
H -2.096 -0.994 1.204 0.12
H -1.637 0.130 5.179 0.13
H -1.703 1.368 3.909 0.13
C -2.991 3.617 1.570 -0.08
C -1.956 4.303 0.665 -0.59
C -0.754 4.691 1.538 -0.10
C -2.588 5.570 0.076 -0.08
Si -1.480 3.087 -0.713 0.46
O -0.529 1.914 -0.174 -0.34
C -0.552 3.985 -2.120 -0.21
C -0.759 3.655 -3.463 -0.10
C 0.040 4.174 -4.477 -0.08
C 1.065 5.063 -4.175 -0.09
C 1.275 5.435 -2.852 -0.10
C 0.478 4.896 -1.848 -0.13
C -3.063 2.401 -1.460 -0.23
C -3.910 3.146 -2.285 -0.10
C -5.108 2.623 -2.754 -0.07
C -5.488 1.335 -2.402 -0.08
C -4.665 0.576 -1.582 -0.08
C -3.470 1.108 -1.119 -0.10
H -3.228 4.261 2.424 0.09
H -2.626 2.664 1.972 0.05
H -3.921 3.411 1.036 0.08
H -1.095 5.251 2.416 0.09
H -0.048 5.341 1.010 0.06
H -0.211 3.808 1.899 0.05
H -2.831 6.275 0.878 0.09
H -3.518 5.346 -0.452 0.08
H -1.917 6.080 -0.621 0.07
H -1.556 2.967 -3.726 0.09
H -0.153 3.902 -5.509 0.11
H 1.673 5.488 -4.965 0.11
H 2.042 6.163 -2.610 0.11
H 0.652 5.219 -0.825 0.08
H -3.633 4.156 -2.576 0.10
H -5.746 3.220 -3.395 0.11
H -6.421 0.925 -2.766 0.11
H -4.953 -0.432 -1.305 0.11
H -2.829 0.497 -0.494 0.06
```

Values from the calculation:
HOMO-LUMO gap (alpha / beta) = 7.966 / 7.972 eV
E_tot = -121595.956 eV
HOMO (alpha / beta) = -10.985 / -10.989 eV
2S+1 = 2
LUMO (alpha / beta) = -3.02 / -3.02 eV
net charge = +1



ORCA calculation (ωB97M-V/def2-TZVPD) on C5H6O2 in the gas phase in a non-equilibrium geometry.

Structure (XYZ):
```
13
Properties=species:S:1:pos:R:3:lowdin_charge:R:1
C -2.391 -0.024 0.068 0.08
C -1.041 0.078 -0.017 -0.35
C -0.201 1.270 0.005 -0.03
C 1.131 1.132 -0.012 -0.14
O 1.763 -0.043 -0.138 -0.03
C 0.953 -1.118 0.262 -0.22
O -0.308 -1.090 -0.310 -0.03
H -2.817 -1.018 0.014 0.06
H -2.988 0.915 0.215 0.08
H -0.681 2.255 0.054 0.12
H 1.825 1.995 0.095 0.14
H 0.861 -1.048 1.391 0.16
H 1.465 -2.065 -0.013 0.15
```

Values from the calculation:
HOMO-LUMO gap = 9.428 eV
E_tot = -9375.465 eV
HOMO = -8.460 eV
2S+1 = 1
LUMO = 0.97 eV
net charge = 0